Molecular formula: C3H4O3
Method: DFT, wB97M-V/def2-TZVPD

* relative energy (zero: lowest compared OMol25 entry of this formula, charge and spin): 43.5 kcal/mol
* energy: -9316.813 eV
* E_HOMO: -10.07 eV
* M: 88.06 u
* frontier orbital gap: 10.1489 eV
* SMILES: CC(=O)C(=O)O

Geometry as XYZ:
```
10
Properties=species:S:1:pos:R:3:forces:R:3
C 0.0698 -0.1895 1.8069 -6.557 0.592 -2.936
C 1.1348 0.4706 0.6026 0.115 -1.477 2.408
C 2.4955 -0.0691 0.8429 0.497 -1.565 -0.054
O -1.1333 -0.0603 1.3525 4.738 -0.449 2.170
O 0.7222 1.1917 -0.2274 -0.241 -0.130 0.270
O 0.2078 -0.9486 2.9452 -0.606 0.817 -0.872
H 3.0578 -0.2248 -0.0964 -0.363 -0.108 0.428
H 2.4407 -1.0098 1.5049 0.188 1.434 -1.217
H 3.0392 0.6836 1.3857 0.278 0.404 0.477
H -0.7615 -1.1635 3.1947 1.950 0.481 -0.675
```
Forces are in eV/Å.

Mulliken population analysis, charges in e, atoms 1 to 2: atom 1 (C): 0.489, atom 2 (C): 0.601